Record 1
This record from OMol25 describes a cluster of 4 separate species, C2H12NO3 in total at a distorted geometry. The level of theory is the ωB97M-V functional and the def2-TZVPD basis.

Each line ends with the natural charge from an NBO analysis.
CARTESIAN COORDINATES (ANGSTROEM)
C 0.2023 -1.8569 0.9260  -0.43
C -1.6261 -1.5157 -0.5616  0.12
N -0.6178 -1.0196 0.0249  -0.39
H -0.5361 -2.5224 1.4178  0.22
H 0.5545 -1.1849 1.6994  0.24
H 0.9577 -2.4327 0.3927  0.25
H -2.0175 -2.4849 -0.2878  0.22
H -2.1095 -0.9739 -1.3796  0.23
H -0.1623 -0.1189 -0.2548  0.48
H -1.6276 3.1598 1.4629  0.49
H -2.4999 2.2877 0.6690  0.48
O -1.6959 2.2301 1.1904  -0.95
H 3.8047 -0.4580 -0.7042  0.48
H 2.7564 -0.4977 -1.7322  0.47
O 2.9234 -0.1015 -0.8604  -0.95
H 1.2089 1.7004 -0.8478  0.51
H -0.0312 2.0550 -0.0286  0.51
O 0.2822 1.4394 -0.7133  -0.97

Properties
E_LUMO: -4.41 eV
HOMO: -15.18 eV
E: -9894.5545 eV
HOMO-LUMO gap: 10.8 eV
Relative energy (zero: lowest compared OMol25 entry of this formula, charge and spin): 20.5 kcal per mole
Total charge: +1

Record 2
This record from OMol25 describes a cluster of 4 separate species, C2H12NO4 in total at a distorted geometry. The level of theory is the ωB97M-V functional and the def2-TZVPD basis.

Each line ends with the natural charge from an NBO analysis.
CARTESIAN COORDINATES (ANGSTROEM)
C 1.0464 -0.5219 -1.2446  -0.07
O 2.4584 -0.2075 -1.2475  -0.78
C 0.2241 0.6402 -0.7378  -0.26
N 0.3253 0.7741 0.7330  -0.89
H 0.8209 -0.7450 -2.2865  0.17
H 0.8712 -1.4117 -0.6316  0.15
H 0.5597 1.5315 -1.2726  0.18
H -0.8348 0.4921 -0.9833  0.21
H 1.5906 0.2927 1.2535  0.47
H 0.3049 1.7617 0.9674  0.36
H 2.4598 -0.9688 1.9322  0.45
H 2.7030 -0.0967 -0.3042  0.50
O 2.5737 -0.0856 1.5760  -1.07
H -2.1257 -0.9133 1.3905  0.42
H -0.6481 0.4069 1.1040  0.46
O -2.1135 0.0523 1.3896  -1.21
H -3.5099 -0.9773 -0.9965  0.44
H -3.0642 0.0347 0.1048  0.51
O -3.6418 -0.0582 -0.7464  -1.03

Properties
E_LUMO: 3.92 eV
HOMO: -4.74 eV
E: -11949.7910 eV
HOMO-LUMO gap: 8.7 eV
Relative energy (zero: lowest compared OMol25 entry of this formula, charge and spin): 9.5 kcal per mole
Total charge: -1

Record 3
This record from OMol25 describes a structure of composition C2H12NOSn at a distorted geometry. The level of theory is the ωB97M-V functional and the def2-TZVPD basis.

Each line ends with the natural charge from an NBO analysis.
CARTESIAN COORDINATES (ANGSTROEM)
C -0.8285 1.2441 -2.6721  -0.86
Sn 0.0309 -0.0123 -0.0711  -0.60
N 1.0951 -1.6829 -1.1265  -1.17
H -0.8062 1.2269 0.7690  -0.38
H -0.1200 1.3744 -1.8012  0.21
H -1.3689 2.1805 -2.8370  0.19
H -1.5767 0.4732 -2.3876  0.26
H -0.2063 1.0951 -3.5383  0.19
H 0.8307 -2.5922 -0.7617  0.38
H 2.1063 -1.5902 -1.0704  0.37
H 0.8426 -1.6571 -2.1119  0.39
C 0.5096 -0.3661 2.7515  -0.28
O -0.3855 -0.9531 1.7910  -0.76
H 1.5370 -0.5666 2.4318  0.21
H 0.3085 -0.8905 3.6754  0.15
H 0.3338 0.7107 2.8526  0.21
H -1.3028 -0.6763 2.0030  0.52

Properties
E_LUMO: 3.66 eV
HOMO: -0.02 eV
E: -11632.0585 eV
HOMO-LUMO gap: 3.7 eV
Relative energy (zero: lowest compared OMol25 entry of this formula, charge and spin): 22.6 kcal per mole
Total charge: -1

Record 4
This record from OMol25 describes a cluster of 4 separate species, C2H12O3S in total at a distorted geometry. The level of theory is the ωB97M-V functional and the def2-TZVPD basis.

Each line ends with the natural charge from an NBO analysis.
CARTESIAN COORDINATES (ANGSTROEM)
C -1.5443 0.2847 -2.5807  -0.65
C -0.7090 0.5617 -1.3395  -0.47
S -0.3893 -1.0552 -0.4215  -0.13
H -1.8540 1.2355 -3.1114  0.21
H -2.3756 -0.5143 -2.4798  0.22
H -0.9661 -0.2129 -3.4425  0.20
H 0.2645 0.9097 -1.6284  0.24
H -1.3933 1.0807 -0.6123  0.24
H -1.3371 -0.9518 0.5292  0.13
O 3.9773 1.3935 0.4299  -0.96
H 4.0380 0.4305 0.0793  0.48
H 4.9463 1.7621 0.5670  0.48
O -2.1739 -2.1852 3.4929  -0.92
H -1.3332 -2.5554 3.2547  0.46
H -2.7052 -2.8409 2.9968  0.46
O 0.7215 1.9676 0.2249  -0.97
H 1.1909 2.8059 0.2761  0.49
H 1.0735 1.2485 0.6544  0.49

Properties
E_LUMO: 0.46 eV
HOMO: -8.89 eV
E: -19244.8929 eV
HOMO-LUMO gap: 9.4 eV
Relative energy (zero: lowest compared OMol25 entry of this formula, charge and spin): 42.5 kcal per mole
SMILES: CCS.O.O.O
Total charge: 0

Record 5
This record from OMol25 describes a cluster of 4 separate species, C2H12O3S in total. The level of theory is the ωB97M-V functional and the def2-TZVPD basis.

Each line ends with the natural charge from an NBO analysis.
CARTESIAN COORDINATES (ANGSTROEM)
C 0.3456 0.6676 1.1345  -0.63
C -0.3304 -0.6410 1.5396  -0.53
S -0.5234 -1.9760 0.3268  -0.06
H -0.3885 1.4743 1.2214  0.23
H 0.7360 0.6680 0.1161  0.19
H 1.1630 0.9236 1.8065  0.22
H 0.1667 -1.0754 2.3914  0.22
H -1.3339 -0.4678 1.8909  0.23
H -1.7254 -1.6525 -0.1688  0.12
O -0.5037 1.2766 -2.3948  -0.94
H -0.9828 0.6004 -2.8856  0.48
H 0.3461 0.8722 -2.1861  0.48
O 3.4433 -1.8228 -0.2707  -0.95
H 2.7969 -1.3215 -0.7719  0.47
H 4.2445 -1.3048 -0.1334  0.47
O -2.5811 1.2978 -0.1514  -0.96
H -1.7027 1.2641 -0.5576  0.49
H -3.1703 1.2170 -0.9069  0.47

Properties
E_LUMO: 0.28 eV
HOMO: -9.13 eV
E: -19246.1219 eV
HOMO-LUMO gap: 9.4 eV
Relative energy (zero: lowest compared OMol25 entry of this formula, charge and spin): 14.2 kcal per mole
SMILES: CCS.O.O.O
Total charge: 0

Record 6
This record from OMol25 describes a cluster of 4 separate species, C2H12O3S2 in total at a distorted geometry. The level of theory is the ωB97M-V functional and the def2-TZVPD basis.

Each line ends with the natural charge from an NBO analysis.
CARTESIAN COORDINATES (ANGSTROEM)
C 1.3888 -0.5657 1.7699  -0.78
S 2.1149 0.8352 0.8582  -0.33
S 1.5239 1.0812 -1.2619  -0.27
C 1.5588 -0.6790 -1.7600  -0.78
H 0.4274 -0.3046 2.2213  0.19
H 1.3516 -1.3636 1.0267  0.20
H 1.9809 -0.9303 2.6329  0.19
H 2.4299 -1.1228 -1.2791  0.19
H 0.6413 -1.2692 -1.6845  0.23
H 1.7056 -0.7134 -2.8387  0.20
H -1.7134 -0.8564 -0.9925  0.50
H -1.6353 -2.4073 -0.9756  0.46
O -1.4604 -1.6290 -1.5331  -0.95
H -3.5982 0.9515 0.6502  0.47
H -2.1171 0.8868 0.3116  0.51
O -2.9925 0.5375 0.0553  -0.98
H -0.7055 3.2720 0.8671  0.47
H -0.0150 1.9290 0.8753  0.51
O -0.8858 2.3481 1.0568  -1.00

Properties
E_LUMO (spin up / spin down): 3.43 / 3.41 eV
HOMO (spin up / spin down): -0.40 / -2.98 eV
E: -30081.3458 eV
HOMO-LUMO gap (spin up / spin down): 3.8 / 6.4 eV
Relative energy (zero: lowest compared OMol25 entry of this formula, charge and spin): 11.1 kcal per mole
Spin multiplicity: 2
Total charge: -1

Record 7
This record from OMol25 describes a cluster of 4 separate species, C2H12O3S2 in total at a distorted geometry. The level of theory is the ωB97M-V functional and the def2-TZVPD basis.

Each line ends with the natural charge from an NBO analysis.
CARTESIAN COORDINATES (ANGSTROEM)
C -1.7627 1.9616 2.2308  -0.63
C -0.5325 2.4942 2.9848  -0.50
S 0.8607 2.6686 1.7444  0.14
S 0.9886 0.8658 0.6371  -0.32
H -2.0814 2.8044 1.6042  0.21
H -1.5674 1.1753 1.5042  0.22
H -2.5235 1.8356 3.0071  0.22
H -0.6554 3.4758 3.4496  0.23
H -0.2328 1.7216 3.6940  0.21
H 0.1768 -0.0871 0.1351  0.20
O 3.5552 -3.1211 0.3108  -0.94
H 3.0733 -2.3161 0.5164  0.47
H 4.3059 -2.8641 -0.2396  0.47
O -0.3089 -0.8248 -1.8082  -0.96
H -1.1066 -1.3500 -1.8786  0.49
H 0.4889 -1.2415 -2.1372  0.49
O -1.0064 -2.6660 -5.5758  -0.92
H -0.8189 -1.7096 -5.5453  0.46
H -0.8528 -2.8226 -4.6339  0.46

Properties
E_LUMO: -0.34 eV
HOMO: -8.27 eV
E: -30079.8675 eV
HOMO-LUMO gap: 7.9 eV
Relative energy (zero: lowest compared OMol25 entry of this formula, charge and spin): 54.5 kcal per mole
SMILES: CCSS.O.O.O
Total charge: 0

Record 8
This record from OMol25 describes a cluster of 4 separate species, C2H12O3S2 in total at a distorted geometry. The level of theory is the ωB97M-V functional and the def2-TZVPD basis.

Each line ends with the natural charge from an NBO analysis.
CARTESIAN COORDINATES (ANGSTROEM)
C -0.0699 -1.5769 1.6949  -0.75
S -0.5810 -2.1745 0.0396  0.08
S -0.0970 -0.5315 -1.1131  0.06
C 1.6295 -0.8292 -1.5178  -0.74
H 0.3266 -0.5689 1.6853  0.25
H 0.6478 -2.2885 2.0966  0.22
H -0.9226 -1.6720 2.3657  0.21
H 2.0250 0.0664 -1.9880  0.24
H 1.6818 -1.6873 -2.1808  0.22
H 2.2187 -1.0336 -0.6338  0.23
O 1.9501 1.5435 0.7553  -0.99
H 1.2833 2.2463 0.8438  0.50
H 2.8069 1.9332 0.8638  0.46
O -0.1672 3.2905 0.6818  -0.98
H -0.2139 4.1049 0.1982  0.47
H -0.9993 2.8303 0.4698  0.50
O -2.3383 1.5961 0.1452  -0.96
H -2.6249 1.1863 0.9656  0.48
H -1.6825 1.0055 -0.2565  0.49

Properties
E_LUMO: 0.66 eV
HOMO: -8.96 eV
E: -30082.0599 eV
HOMO-LUMO gap: 9.6 eV
Relative energy (zero: lowest compared OMol25 entry of this formula, charge and spin): 3.9 kcal per mole
SMILES: CSSC.O.O.O
Total charge: 0

- Which of these has the highest total charge?
  C2H12NO3

- total charge of number 4 (C2H12O3S)?
  0